Record 1
5 unconnected molecules or ions with the total composition C52H52N2O8S. Source: OMol25; level of theory: wB97M-V/def2-TZVPD.

The geometry in XYZ format:
```
115
C52H52N2O8S (wB97M-V/def2-TZVPD)
C 8.7007 -2.0676 2.1195
C 8.7127 -2.1740 0.4562
C 7.7637 -1.1270 -0.3802
C 6.8114 -0.0216 0.4026
C 6.7375 0.1018 2.0691
C 7.7122 -0.9619 2.8903
N 5.8402 1.1141 2.7461
C 6.0107 2.5145 2.2000
C 6.2337 3.8364 3.1937
C 6.4508 5.3544 2.5313
C 6.4108 5.6036 0.8853
C 6.1555 4.3194 -0.1048
C 6.0687 4.3981 -1.7642
C 4.5253 4.0363 -2.2681
C 4.2133 4.8761 -3.6636
C 4.0356 6.4795 -3.3241
C 2.4745 6.9810 -3.2878
C 1.8561 6.4947 -1.8198
C 0.8285 5.2521 -2.1522
C 0.6260 4.2068 -0.8727
C 0.2144 4.9650 0.5216
C 0.1996 3.8020 1.7017
C -1.0980 2.8046 1.4829
C -0.7365 1.2049 1.5291
N -0.8357 0.4981 0.1828
C 0.2591 -0.3550 -0.4631
C -0.2775 -0.9119 -1.9331
C -1.8089 -0.3408 -2.1204
C -2.0647 0.5493 -0.7369
C 5.9683 2.8189 0.5559
S 5.7243 1.2548 -0.5148
H 9.4142 -2.8038 2.6902
H 9.3846 -2.9323 -0.1409
H 7.7316 -1.1371 -1.5660
H 7.7336 -0.9235 4.0829
H 5.9748 1.0756 3.7954
H 6.2429 3.7256 4.3637
H 6.6416 6.3230 3.1909
H 6.5764 6.6506 0.3835
H 6.4560 5.4170 -2.1947
H 6.7480 3.5038 -2.1547
H 3.7655 4.2563 -1.4058
H 4.4339 2.8803 -2.5409
H 5.1948 4.7597 -4.3334
H 3.3287 4.4293 -4.2961
H 4.6012 7.0757 -4.1899
H 4.5586 6.6856 -2.2835
H 1.8873 6.4425 -4.1504
H 2.3279 8.1408 -3.4132
H 1.2724 7.4002 -1.3222
H 2.7714 6.1924 -1.1372
H -0.2085 5.7628 -2.4506
H 1.2354 4.5911 -3.0490
H 1.5705 3.5304 -0.7149
H -0.2654 3.4851 -1.1917
H -0.8554 5.4312 0.4101
H 1.0451 5.7428 0.8326
H 0.1563 4.3024 2.7839
H 1.1611 3.1355 1.6876
H -1.6479 3.0449 0.4560
H -1.8360 3.0077 2.3958
H -1.4496 0.6954 2.3396
H 0.3648 1.0362 1.9280
H 1.3235 -0.5573 0.0208
H 0.3642 -1.5770 -2.6613
H -2.5520 -0.4905 -3.0286
H -3.0660 1.1519 -0.5205
C -3.3788 -6.1447 -0.2408
C -3.3764 -5.5715 0.9666
C -2.9625 -4.1659 1.1465
O -2.9581 -3.6411 2.2515
C -2.5532 -3.4183 -0.0590
C -2.5556 -3.9915 -1.2664
C -2.9695 -5.3970 -1.4463
O -2.9739 -5.9219 -2.5513
H -3.6787 -7.1747 -0.3901
H -3.6745 -6.1063 1.8604
H -2.2533 -2.3882 0.0903
H -2.2575 -3.4567 -2.1602
C -1.1555 -1.6115 7.1319
C -0.0180 -2.1746 6.7129
C 0.0422 -2.9275 5.4446
O 1.0824 -3.4449 5.0614
C -1.2020 -3.0326 4.6568
C -2.3394 -2.4696 5.0757
C -2.3997 -1.7166 6.3441
O -3.4399 -1.1993 6.7273
H -1.2171 -1.0565 8.0600
H 0.9032 -2.1058 7.2790
H -1.1404 -3.5876 3.7287
H -3.2607 -2.5383 4.5096
C -7.9067 -6.9985 -4.3957
C -7.7161 -8.0335 -5.2196
C -6.3736 -8.6120 -5.4249
O -6.1979 -9.5580 -6.1803
C -5.2508 -8.0039 -4.6838
C -5.4414 -6.9689 -3.8599
C -6.7839 -6.3904 -3.6545
O -6.9596 -5.4443 -2.8991
H -8.8847 -6.5617 -4.2343
H -8.5295 -8.4911 -5.7698
H -4.2728 -8.4407 -4.8451
H -4.6280 -6.5113 -3.3096
C -7.4179 -2.5023 -0.8922
C -8.5012 -2.2871 -0.1395
C -8.4474 -1.4114 1.0478
O -9.4379 -1.2155 1.7384
C -7.1514 -0.7818 1.3698
C -6.0682 -0.9970 0.6171
C -6.1219 -1.8727 -0.5701
O -5.1314 -2.0687 -1.2608
H -7.4400 -3.1423 -1.7658
H -9.4592 -2.7410 -0.3629
H -7.1293 -0.1418 2.2434
H -5.1101 -0.5431 0.8405
```

SMILES string: c1ccc2c(c1)Nc1cccc(CCCCCCCCCCCCn3cccc3)c1S2.O=C1C=CC(=O)C=C1.O=C1C=CC(=O)C=C1.O=C1C=CC(=O)C=C1.O=C1C=CC(=O)C=C1
Orbital gap (eV): 6.09
Lowest unoccupied orbital energy (eV): -1.661
Relative energy (zero: lowest compared OMol25 entry of this formula, charge and spin) (kJ/mol): 2188.0



Record 2
A molecular structure, C52H53Cl4GeNO2PSbY. Source: OMol25; level of theory: wB97M-V/def2-TZVPD.

The geometry in XYZ format:
```
116
C52H53Cl4GeNO2PSbY (wB97M-V/def2-TZVPD)
Y 1.1736 0.2778 -0.2957
N -0.1340 -2.5187 0.7315
C -1.3275 -2.4428 1.4578
C -2.2196 -3.5183 1.4250
C -3.4286 -3.4590 2.0919
C -3.7673 -2.3293 2.8266
C -2.8911 -1.2576 2.8548
C -1.6823 -1.2755 2.1598
P -0.5560 0.1685 2.0202
C -1.6603 1.6064 2.1905
C -2.8973 1.6381 1.5494
C -3.6613 2.7966 1.5477
C -3.1938 3.9373 2.1855
C -1.9579 3.9162 2.8174
C -1.1915 2.7602 2.8141
C 0.3861 0.0876 3.5812
C -0.2005 0.3491 4.8181
C 0.5427 0.2304 5.9812
C 1.8747 -0.1644 5.9190
C 2.4625 -0.4333 4.6925
C 1.7234 -0.2982 3.5236
H 0.0321 -3.4313 0.3305
H 0.7205 -2.1922 1.1744
H -1.9449 -4.4115 0.8737
H -4.1037 -4.3048 2.0497
H -4.7042 -2.2827 3.3661
H -3.1627 -0.3658 3.4067
H -3.2723 0.7530 1.0501
H -4.6196 2.8065 1.0429
H -3.7878 4.8428 2.1817
H -1.5694 4.8022 3.3034
H -0.2140 2.7672 3.2771
H -1.2363 0.6644 4.8708
H 0.0837 0.4483 6.9378
H 2.4546 -0.2532 6.8296
H 3.5041 -0.7216 4.6275
H 2.2076 -0.4897 2.5721
Cl 5.5131 -4.2883 -3.4867
C 4.6470 -3.3978 -2.2807
C 4.7592 -3.7392 -0.9442
Cl 5.7728 -5.0538 -0.4532
C 4.0372 -3.0162 0.0155
Cl 4.1111 -3.4374 1.6952
C 3.2177 -1.9539 -0.3416
O 2.5016 -1.2684 0.5301
C 3.1129 -1.5860 -1.7214
O 2.3148 -0.5952 -2.0345
C 3.8224 -2.3309 -2.6590
Cl 3.6145 -1.9108 -4.3288
C -1.6595 -0.1657 -5.4181
C -0.4807 -0.3229 -4.4653
C 0.4331 0.9000 -4.4783
Sb -1.0542 -0.7718 -2.4250
C -3.1908 -0.4536 -2.4485
C -3.4816 1.0381 -2.3047
C -3.8294 -1.2575 -1.3181
C -1.0450 -2.9293 -2.5521
C -1.8803 -3.4422 -3.7193
C 0.3877 -3.4475 -2.6257
H -1.2962 0.0253 -6.4329
H -2.2897 0.6819 -5.1374
H -2.2936 -1.0531 -5.4534
H 0.1091 -1.1966 -4.7590
H -0.0855 1.7898 -4.1083
H 0.7632 1.1154 -5.4996
H 1.3208 0.7368 -3.8654
H -3.5726 -0.8068 -3.4091
H -3.0725 1.4338 -1.3715
H -4.5610 1.2226 -2.2948
H -3.0521 1.6233 -3.1209
H -3.3736 -1.0295 -0.3494
H -3.7296 -2.3339 -1.4706
H -4.8973 -1.0295 -1.2383
H -1.5020 -3.2510 -1.6112
H -1.4526 -3.1285 -4.6746
H -2.9143 -3.0925 -3.6811
H -1.8984 -4.5369 -3.7201
H 0.9069 -3.0777 -3.5138
H 0.3943 -4.5413 -2.6753
H 0.9859 -3.1403 -1.7668
C 1.4568 2.2822 0.5498
Ge 2.7947 3.1660 1.5248
C 3.6598 4.6927 0.5863
C 3.3222 4.9640 -0.7365
C 3.9162 6.0127 -1.4303
C 4.8656 6.8089 -0.8057
C 5.2173 6.5510 0.5139
C 4.6171 5.5024 1.1978
C 4.2703 1.9503 2.0181
C 4.9307 1.9906 3.2457
C 5.9309 1.0765 3.5578
C 6.2905 0.0981 2.6415
C 5.6612 0.0533 1.4044
C 4.6701 0.9758 1.1012
C 2.1766 4.0110 3.2209
C 1.7341 5.3358 3.2068
C 1.1391 5.9168 4.3205
C 0.9775 5.1802 5.4866
C 1.4170 3.8638 5.5261
C 2.0056 3.2908 4.4054
H 0.5760 2.9465 0.4755
H 2.5836 4.3320 -1.2209
H 3.6407 6.2064 -2.4609
H 5.3326 7.6256 -1.3437
H 5.9608 7.1673 1.0067
H 4.9000 5.3129 2.2294
H 4.6591 2.7435 3.9779
H 6.4260 1.1249 4.5214
H 7.0586 -0.6256 2.8869
H 5.9342 -0.7059 0.6806
H 4.1931 0.9344 0.1260
H 1.8534 5.9256 2.3037
H 0.8020 6.9466 4.2785
H 0.5149 5.6292 6.3577
H 1.2939 3.2747 6.4280
H 2.3194 2.2538 4.4544
```

Orbital gap (eV): 5.65
Lowest unoccupied orbital energy (eV): 2.223
Relative energy (zero: lowest compared OMol25 entry of this formula, charge and spin) (kJ/mol): 0.0
Total charge: -1



Record 3
A molecular structure, C52H53Cl4GeNO2PSbY. Source: OMol25; level of theory: wB97M-V/def2-TZVPD.

The geometry in XYZ format:
```
116
C52H53Cl4GeNO2PSbY (wB97M-V/def2-TZVPD)
Y -0.1249 -0.6000 -1.1531
N 2.1194 -1.0843 0.0234
C 1.9934 -1.6076 1.3641
C 2.7682 -2.6649 1.8031
C 2.6286 -3.1139 3.1115
C 1.7419 -2.4761 3.9703
C 0.9750 -1.4104 3.5079
C 1.0778 -0.9827 2.1949
P 0.0266 0.3790 1.4625
C 1.3845 1.6469 1.5295
C 1.6764 2.3598 0.3599
C 2.7633 3.2202 0.2953
C 3.5877 3.3689 1.4002
C 3.3148 2.6694 2.5678
C 2.2173 1.8217 2.6350
C -1.5190 -1.8761 0.8023
C -2.0954 -2.5614 -0.2495
C -3.0195 -3.6031 -0.1381
C -3.3863 -4.0022 1.1316
C -2.8300 -3.3519 2.2364
C -1.9171 -2.3179 2.0751
H 2.4596 -0.1211 0.0870
H 2.8201 -1.6124 -0.4885
H 3.4837 -3.1347 1.1342
H 3.2234 -3.9495 3.4581
H 1.6444 -2.8110 4.9955
H 0.2716 -0.8876 4.1508
H 1.0203 2.1888 -0.4842
H 2.9646 3.7632 -0.6202
H 4.4443 4.0307 1.3552
H 3.9494 2.7954 3.4368
H 1.9998 1.2913 3.5550
H -1.8443 -2.2476 -1.2646
H -3.4448 -4.0728 -1.0188
H -4.1028 -4.8025 1.2747
H -3.1221 -3.6598 3.2355
H -1.5258 -1.8417 2.9680
Cl 0.6535 2.2933 -7.5101
C -0.0263 1.7485 -6.0139
C -1.3822 1.8862 -5.7685
Cl -2.4173 2.6067 -6.9518
C -1.9204 1.4341 -4.5541
Cl -3.6136 1.5667 -4.2245
C -1.1183 0.8405 -3.5912
O -1.5636 0.3802 -2.4336
C 0.2827 0.7218 -3.8360
O 1.0056 0.1586 -2.8799
C 0.7973 1.1645 -5.0423
Cl 2.5032 0.9793 -5.3158
C 0.7311 -4.5922 -5.4774
C 0.6069 -3.2181 -4.8256
C -0.7730 -2.6025 -5.0608
Sb 1.0256 -3.2195 -2.7036
C 0.7882 -5.3034 -2.1781
C -0.6913 -5.6834 -2.1789
C 1.4222 -5.5263 -0.8059
C 3.2034 -3.1770 -2.7013
C 3.8354 -4.2751 -3.5483
C 3.7173 -1.7978 -3.1157
H 0.5523 -4.5105 -6.5541
H -0.0088 -5.2877 -5.0769
H 1.7168 -5.0348 -5.3315
H 1.3644 -2.5451 -5.2387
H -1.5632 -3.2133 -4.6153
H -0.9751 -2.5297 -6.1337
H -0.8466 -1.5989 -4.6403
H 1.3152 -5.8924 -2.9322
H -1.2376 -5.1234 -1.4177
H -0.8113 -6.7480 -1.9538
H -1.1626 -5.4892 -3.1445
H 0.9603 -4.8868 -0.0480
H 2.4949 -5.3224 -0.8129
H 1.2816 -6.5643 -0.4880
H 3.4601 -3.3656 -1.6521
H 3.6226 -4.1166 -4.6080
H 3.4823 -5.2696 -3.2719
H 4.9239 -4.2582 -3.4308
H 3.4547 -1.5812 -4.1531
H 4.8084 -1.7613 -3.0351
H 3.2886 -0.9865 -2.5276
C -1.1404 0.9809 2.5848
Ge -1.4549 2.8358 2.7542
C -0.1994 3.8651 3.8695
C 0.7838 4.6956 3.3321
C 1.6625 5.3915 4.1553
C 1.5769 5.2620 5.5341
C 0.6080 4.4332 6.0860
C -0.2711 3.7467 5.2581
C -3.1935 3.0434 3.6593
C -3.9813 4.1781 3.4606
C -5.1903 4.3374 4.1263
C -5.6327 3.3580 5.0061
C -4.8640 2.2204 5.2113
C -3.6552 2.0664 4.5417
C -1.5730 3.8161 1.0267
C -1.4212 5.1952 0.8788
C -1.5085 5.8024 -0.3687
C -1.7570 5.0348 -1.5003
C -1.9303 3.6636 -1.3718
C -1.8410 3.0655 -0.1207
H -2.0701 0.4146 2.5701
H 0.8844 4.7858 2.2563
H 2.4225 6.0263 3.7142
H 2.2625 5.8023 6.1759
H 0.5347 4.3238 7.1618
H -1.0276 3.1070 5.7010
H -3.6492 4.9431 2.7665
H -5.7895 5.2239 3.9549
H -6.5763 3.4783 5.5248
H -5.2090 1.4498 5.8907
H -3.0602 1.1725 4.6972
H -1.2241 5.8141 1.7480
H -1.3791 6.8749 -0.4570
H -1.8201 5.5021 -2.4755
H -2.1402 3.0539 -2.2424
H -1.9876 1.9934 -0.0314
```

Orbital gap (eV): 6.16
Lowest unoccupied orbital energy (eV): 2.161
Relative energy (zero: lowest compared OMol25 entry of this formula, charge and spin) (kJ/mol): 24.8
Total charge: -1



Record 4
A molecular structure, C52H53F3NO2P2SiSn. Source: OMol25; level of theory: wB97M-V/def2-TZVPD.

The geometry in XYZ format:
```
115
C52H53F3NO2P2SiSn (wB97M-V/def2-TZVPD)
Sn -1.2075 -0.6628 0.0905
C 5.1110 3.2419 -0.0162
C 5.3084 1.7331 -0.2783
C 6.8019 1.4569 -0.4794
C 4.7478 0.9736 0.9275
C 5.4716 0.7222 2.0884
C 4.8904 0.0819 3.1781
C 3.5544 -0.2937 3.1434
C 2.7971 -0.0331 2.0088
P 1.0298 -0.4064 1.6832
C 1.0308 -2.2433 1.6423
C -0.1612 -2.8892 1.2924
C -0.2169 -4.2650 1.1492
C 0.9314 -5.0252 1.3165
C 2.1286 -4.3957 1.6166
C 2.1824 -3.0174 1.7713
C 0.0101 0.2154 3.2003
C -0.1097 1.7741 3.0034
C -1.1350 2.3573 3.9408
C -1.0631 1.9797 5.2165
C -0.0649 0.9906 5.5820
C 0.5106 0.2067 4.6625
C 3.4249 0.5606 0.9206
O 2.6271 0.6732 -0.1676
C 3.1907 0.9168 -1.3757
C 2.3561 0.6512 -2.4504
C 2.8208 0.8678 -3.7387
C 4.1197 1.3156 -3.9215
C 4.9407 1.5642 -2.8258
C 4.4923 1.3739 -1.5238
P 0.6638 0.0497 -2.0461
C -0.2913 1.2821 -2.9957
C -0.7037 2.3981 -2.2680
C -1.3454 3.4501 -2.8995
C -1.5761 3.3961 -4.2667
C -1.1564 2.2943 -4.9968
C -0.5253 1.2325 -4.3649
C 0.6005 -1.5286 -2.9510
C 1.7325 -2.3450 -2.9618
C 1.6603 -3.6259 -3.4838
C 0.4601 -4.1094 -3.9873
C -0.6708 -3.3074 -3.9645
C -0.6077 -2.0246 -3.4411
H 5.6409 3.5397 0.8898
H 4.0538 3.4796 0.1110
H 5.4989 3.8169 -0.8580
H 7.3778 1.8059 0.3755
H 7.1771 1.9955 -1.3463
H 6.9890 0.3921 -0.6197
H 6.5067 1.0242 2.1584
H 5.4866 -0.1292 4.0555
H 3.1240 -0.8079 3.9856
H -1.0741 -2.3169 1.1761
H -1.1605 -4.7423 0.9184
H 0.8940 -6.0998 1.1994
H 3.0321 -4.9778 1.7432
H 3.1278 -2.5490 2.0085
H 0.8652 2.1146 3.3923
H -1.8111 3.1246 3.5907
H -1.7185 2.3934 5.9704
H 0.1929 0.8774 6.6270
H 1.1947 -0.5499 5.0050
H 2.1801 0.6701 -4.5857
H 4.4960 1.4787 -4.9220
H 5.9431 1.9236 -3.0075
H -0.5055 2.4360 -1.2001
H -1.6636 4.3118 -2.3273
H -2.0763 4.2177 -4.7614
H -1.3256 2.2578 -6.0652
H -0.2311 0.3662 -4.9449
H 2.6702 -1.9753 -2.5642
H 2.5407 -4.2549 -3.4872
H 0.4091 -5.1105 -4.3938
H -1.6133 -3.6831 -4.3412
H -1.4940 -1.4042 -3.4082
C -3.5885 1.6101 -0.0516
N -3.0445 0.4316 0.6339
C -3.8973 -0.7142 0.3078
C -2.9991 0.7305 2.0914
C -2.5508 -0.4285 2.9565
C -3.5570 -1.2938 3.4065
C -3.2924 -2.4441 4.1178
C -1.9665 -2.8010 4.3291
C -0.9687 -1.9417 3.9265
C -1.2264 -0.7074 3.2970
H -4.5933 1.8624 0.3106
H -3.6413 1.4068 -1.1214
H -2.9329 2.4680 0.1021
H -4.9342 -0.5537 0.6297
H -3.5245 -1.6188 0.7833
H -3.8898 -0.8576 -0.7749
H -3.9939 1.0512 2.4320
H -2.3347 1.5796 2.1982
H -4.5888 -1.0366 3.2003
H -4.1045 -3.0529 4.4909
H -1.7079 -3.7227 4.8330
H 0.0525 -2.2392 4.1053
F -0.4259 3.7632 1.7825
C -0.1296 2.4602 1.6435
F 1.0683 2.4148 1.0318
F -1.0344 1.9825 0.7308
C -4.2152 -0.1596 -3.7265
Si -4.2290 -0.0641 -1.8423
C -5.4515 -1.3705 -1.2312
C -4.7284 1.6917 -1.3537
O -2.7732 -0.3907 -1.1598
H -5.1327 0.2944 -4.1076
H -4.1871 -1.1895 -4.0883
H -3.3856 0.3858 -4.1717
H -6.3666 -1.3573 -1.8257
H -5.7298 -1.2232 -0.1854
H -5.0130 -2.3670 -1.3191
H -5.3765 2.1352 -2.1109
H -3.8351 2.3141 -1.2733
H -5.2584 1.7402 -0.4007
```

Orbital gap (eV): 6.73
Lowest unoccupied orbital energy (eV): -2.180
Total charge: +1



Number 1: HOMO energy -7.8 eV. Number 2: HOMO energy -3.4 eV. Number 3: HOMO energy -4.0 eV. Number 4: HOMO energy -8.9 eV.